(1)
Below is a structure of composition C28H34Cl2N5O6PRuTe at a distorted geometry, with properties calculated with wB97M-V/def2-TZVPD.

Its total charge is +2. The calculation puts the HOMO energy (alpha / beta) at -13.20 / -14.13 eV. The calculation puts the HOMO-LUMO gap (alpha / beta) at 6.81 / 6.32 eV. The calculation puts the total energy at -3436.66288 a.u. Its spin multiplicity is 5. Its relative energy (zero: lowest compared OMol25 entry of this formula, charge and spin) is 128.6 kcal/mol.

Last column: Mulliken charge in e.
CARTESIAN COORDINATES (ANGSTROEM)
Ru 0.4082 -0.2198 0.8718  -0.036
C 3.7745 -1.6751 -3.2024  -1.347
C 2.9070 -2.5571 -2.3868  0.804
C 2.3312 -3.7241 -2.8481  -0.843
C 1.5765 -4.5253 -2.0004  -0.857
C 1.4410 -4.1517 -0.6727  -0.595
C 2.0063 -2.9684 -0.2229  1.503
N 2.7021 -2.1786 -1.0938  1.064
C 2.0830 -2.6370 1.2139  -0.102
C 2.4876 -3.6551 2.0791  -0.993
C 2.7240 -3.3573 3.4090  -1.104
C 2.6373 -2.0369 3.8171  -1.055
C 2.2304 -1.0597 2.9094  0.579
N 1.8803 -1.3803 1.6470  0.625
C 2.1893 0.3683 3.2592  0.886
C 2.7324 0.8766 4.4371  -0.890
C 2.6513 2.2393 4.6802  -0.830
C 2.0226 3.0519 3.7554  -0.914
C 1.5059 2.4812 2.5905  0.673
C 0.7933 3.3041 1.5708  -1.033
N 1.6207 1.1819 2.3641  0.626
H 4.6883 -1.4469 -2.6510  0.330
H 4.0218 -2.1386 -4.1511  0.468
H 3.2896 -0.7166 -3.4016  0.188
H 2.4932 -4.0179 -3.8733  0.468
H 1.1198 -5.4304 -2.3650  0.494
H 0.9003 -4.7708 0.0271  0.507
H 2.6393 -4.6530 1.7000  0.603
H 3.0049 -4.1322 4.1047  0.488
H 2.8710 -1.7742 4.8352  0.454
H 3.2064 0.2283 5.1529  0.425
H 3.0649 2.6559 5.5866  0.459
H 1.9202 4.1137 3.9190  0.503
H -0.1699 2.8374 1.3584  -0.116
H 1.3722 3.3450 0.6432  0.131
H 0.6358 4.3172 1.9295  0.534
Cl -1.1342 -2.2540 1.5730  -0.060
C -2.3751 -1.5144 2.5858  0.086
Cl -3.9251 -1.4651 1.7517  -0.093
C -1.8747 -0.0305 2.9472  0.000
O -2.7263 0.8002 3.1596  -0.638
O -0.6313 0.0723 2.9513  -0.348
H -2.4734 -2.1212 3.4886  0.490
C 0.2464 1.3469 -5.0727  -1.147
C -1.0043 0.8296 -4.3930  -0.227
O -0.7527 0.4000 -3.0488  0.362
P 0.4894 -0.5758 -2.6979  -0.759
O 3.1626 -1.0392 -0.6945  -0.871
Te 1.8004 0.9653 -1.1735  0.260
O -0.1891 -1.3758 -1.4195  0.629
C -1.1749 -2.3747 -1.7548  -0.642
C -2.5872 -1.8406 -1.6299  -0.534
H 0.0171 1.6273 -6.0961  0.431
H 1.0031 0.5624 -5.0901  0.314
H 0.6430 2.2112 -4.5431  0.282
H -1.4354 -0.0011 -4.9602  0.307
H -1.7592 1.6144 -4.2959  0.281
H -1.0155 -3.2048 -1.0625  0.340
H -0.9908 -2.7313 -2.7735  0.467
H -2.7501 -1.4282 -0.6371  -0.330
H -3.2894 -2.6540 -1.7842  0.523
H -2.7780 -1.0655 -2.3664  0.119
N -1.1318 0.7998 0.3209  0.111
C -2.1323 1.3952 0.2677  0.040
N -3.2360 2.0369 0.1409  0.053
C -3.6958 2.9449 1.1795  -0.384
C -3.2302 4.3596 0.7765  -0.406
O -3.7344 4.6882 -0.4889  -0.404
C -3.3098 3.8162 -1.4950  -0.537
C -3.7441 2.3683 -1.1775  -0.238
H -3.3091 2.6417 2.1549  0.319
H -4.7877 2.9130 1.1933  0.322
H -2.1294 4.3977 0.7839  0.193
H -3.6222 5.1072 1.4657  0.408
H -2.2140 3.8477 -1.6057  0.299
H -3.7805 4.1604 -2.4156  0.425
H -3.3638 1.6654 -1.9192  0.132
H -4.8347 2.3126 -1.1377  0.327

Forces on the atoms, in the same order (eV/Å):
-0.081 0.790 0.654
0.186 0.238 0.024
0.124 0.058 0.079
-0.257 -0.416 0.315
0.205 0.315 -0.088
0.160 0.244 -0.022
-0.031 -0.312 -0.259
-0.566 -0.874 -0.336
0.447 -0.507 0.293
-0.167 0.403 -0.349
-0.110 0.380 0.006
-0.027 -0.026 -0.259
0.205 -0.363 0.375
0.402 -0.449 0.587
0.228 0.695 0.602
-0.188 -0.298 -0.366
-0.131 0.078 -0.168
0.034 -0.262 -0.044
0.099 0.364 0.271
-0.045 -0.052 -0.076
-0.081 -0.583 -0.494
-0.006 -0.025 -0.052
-0.032 -0.100 -0.043
0.014 -0.020 -0.005
0.029 0.056 -0.092
-0.031 -0.132 -0.035
-0.048 -0.024 0.061
0.023 -0.047 -0.065
0.057 -0.058 0.068
0.004 0.059 0.039
0.084 -0.045 0.090
0.022 0.012 0.047
0.016 0.053 0.015
0.059 0.159 -0.012
-0.082 0.076 0.053
-0.006 0.044 -0.033
0.301 -0.990 -0.435
-0.597 1.211 0.559
0.098 -0.156 0.148
-1.352 -1.084 -0.232
-0.168 0.203 0.146
1.809 0.158 -0.433
0.059 0.059 -0.214
-0.170 -0.051 0.218
-0.112 0.209 -0.631
0.153 -0.064 0.613
-0.580 0.023 0.041
0.863 0.380 0.230
-0.196 -0.056 0.155
0.391 0.275 -0.010
-0.582 -0.282 -0.051
0.293 0.090 0.022
0.049 0.065 -0.108
0.106 0.021 -0.165
0.043 0.090 -0.027
-0.007 0.037 0.095
0.081 -0.134 -0.097
0.019 0.078 -0.156
0.117 -0.065 0.010
-0.044 -0.031 -0.013
-0.129 -0.102 -0.012
-0.035 0.046 -0.096
-0.848 0.594 -0.099
0.000 -0.097 -0.218
0.332 -0.623 0.178
-0.020 1.138 0.771
-0.234 -0.434 0.424
-0.115 0.323 -0.142
-0.149 -0.495 -0.149
-0.140 0.634 -0.962
-0.051 -0.043 -0.195
0.103 -0.104 0.004
-0.043 0.026 -0.016
0.079 -0.103 0.049
-0.035 0.009 -0.010
0.099 -0.094 -0.036
-0.010 -0.009 0.057
0.109 -0.082 0.007


(2)
Below is a cluster of 2 separate species, C2H8N3O2P in total at a distorted geometry, with properties calculated with wB97M-V/def2-TZVPD.

The calculation puts the HOMO energy at -9.99 eV. The calculation puts the HOMO-LUMO gap at 10.73 eV. The calculation puts the total energy at -737.19478 a.u. Its relative energy (zero: lowest compared OMol25 entry of this formula, charge and spin) is 5.8 kcal/mol. The SMILES is NP(N)(=O)O.CC#N.

Last column: natural (NBO) charge in e.
CARTESIAN COORDINATES (ANGSTROEM)
N -0.0261 1.0428 1.7477  -1.182
P 0.1933 1.2041 0.0707  2.365
N 0.3499 2.8864 -0.1532  -1.198
O -0.8377 0.5260 -0.7863  -1.125
O 1.6837 0.7830 -0.2407  -1.030
H 0.4117 1.5715 2.4066  0.403
H -0.0341 0.0545 1.7791  0.388
H 0.1996 3.1696 -1.1565  0.412
H -0.1940 3.4257 0.5146  0.397
H 1.8098 -0.2708 -0.2637  0.532
C -1.0667 -2.5397 -0.7415  -0.770
C 0.2729 -2.2092 -0.4539  0.384
N 1.3977 -1.9971 -0.3689  -0.428
H -1.5676 -2.7988 0.2697  0.258
H -1.2055 -3.3315 -1.4806  0.265
H -1.3869 -1.5165 -1.1432  0.330

Forces on the atoms, in the same order (eV/Å):
-2.284 -0.949 -4.456
-0.212 1.936 -0.566
-0.449 -0.701 -0.839
1.051 0.283 1.388
0.531 -2.874 -0.165
1.790 1.257 1.959
0.000 -1.098 1.535
0.102 -0.316 1.719
-0.036 -0.009 -0.487
-0.394 2.631 -0.109
-2.208 1.205 1.161
1.737 -0.911 -0.493
0.183 0.336 0.450
0.398 0.485 -1.874
0.257 0.119 0.217
-0.466 -1.393 0.559